The following is a DFT calculation (the ωB97M-V functional and the def2-TZVPD basis) of 8 unconnected molecules or ions with the total composition C32H56N8.

Properties
**LUMO**: 0.004 hartree
**Spin multiplicity**: 1
**Molar mass**: 552.86 g/mol
**DFT total energy**: -1690.82351 a.u.
**SMILES**: CCCC#N.CCCC#N.CCCC#N.CCCC#N.CCCC#N.CCCC#N.CCCC#N.CCCC#N
**Charge**: 0
**Orbital gap**: 11.06 eV
**Energy relative to the best compared isomer or geometry (same formula, charge and spin)**: 219.46 kJ/mol

Atoms and positions in Å:
C -0.98306 -9.68369 22.82395
C -1.35432 -8.64089 21.73561
C -0.21200 -7.67654 21.38119
C 0.77376 -8.20928 20.46202
N 1.53460 -8.64807 19.71869
H -0.12427 -10.21260 22.41068
H -1.81067 -10.38449 22.93365
H -0.82219 -9.14716 23.75903
H -2.19721 -8.05375 22.10017
H -1.65812 -9.25902 20.89079
H 0.17094 -7.32184 22.33808
H -0.57832 -6.78486 20.87243
C -6.09280 -5.53911 19.00618
C -6.39887 -6.67046 20.05634
C -5.16541 -7.54635 20.30866
C -3.99215 -6.69068 20.70370
N -3.10842 -6.04137 21.00161
H -7.00994 -4.99340 18.78447
H -5.73042 -5.97817 18.07666
H -5.34158 -4.82904 19.35194
H -7.31327 -7.20655 19.80221
H -6.49992 -6.20372 21.03616
H -4.92637 -8.12095 19.41379
H -5.30999 -8.26605 21.11439
C 5.52257 -8.59790 16.33268
C 5.04383 -10.02157 16.81163
C 3.90934 -9.96219 17.82391
C 3.82845 -11.13780 18.61905
N 3.73376 -12.13406 19.23426
H 5.94494 -7.97019 17.11734
H 4.69467 -7.96832 16.00663
H 6.08267 -8.66151 15.39976
H 5.94345 -10.50038 17.19830
H 4.72484 -10.55440 15.91585
H 2.94314 -9.79975 17.34627
H 4.07504 -9.11057 18.48376
C -4.91353 -10.34117 25.80851
C -4.30790 -8.91377 25.49064
C -4.53058 -8.73153 23.94551
C -5.90495 -8.56463 23.53616
N -7.01277 -8.44693 23.24539
H -5.18612 -10.16776 26.84954
H -4.24674 -11.20042 25.88051
H -5.72456 -10.60431 25.12948
H -3.30242 -8.84488 25.90578
H -4.92930 -8.20613 26.03944
H -4.18112 -9.53696 23.29956
H -4.05569 -7.79905 23.64045
C 2.59690 -6.73736 24.81865
C 1.82745 -8.03636 24.98879
C 2.41840 -8.86919 26.12520
C 2.76180 -8.08925 27.33661
N 3.05015 -7.51623 28.29273
H 2.22289 -5.88379 25.38402
H 2.41887 -6.39217 23.80019
H 3.66577 -6.83268 25.00980
H 1.80223 -8.60651 24.06014
H 0.80503 -7.75465 25.24061
H 3.22939 -9.48452 25.73564
H 1.61961 -9.53809 26.44550
C -5.67133 -12.86810 23.43228
C -4.44878 -13.61403 22.91708
C -4.19787 -13.29551 21.43609
C -4.13083 -11.87207 21.01470
N -4.01457 -10.75763 20.74145
H -6.56727 -13.25169 22.94415
H -5.65981 -11.80139 23.20848
H -5.80173 -12.82983 24.51377
H -4.64793 -14.67289 23.08216
H -3.53456 -13.40609 23.47302
H -5.01079 -13.80186 20.91565
H -3.24356 -13.73991 21.15346
C -1.54187 -13.48529 18.94746
C -0.63030 -12.30775 19.56923
C -0.57161 -11.10322 18.56002
C 0.14109 -11.42196 17.33240
N 0.68235 -11.75709 16.37497
H -1.20958 -13.86502 17.98129
H -2.59807 -13.21598 18.94475
H -1.27543 -14.29365 19.62840
H 0.42943 -12.55650 19.62565
H -0.94563 -12.18196 20.60501
H -0.04259 -10.26256 19.00892
H -1.62148 -10.93074 18.32306
C -1.30828 -3.29232 20.18725
C -0.71522 -1.86870 20.19078
C -1.76510 -0.76141 20.41943
C -2.81533 -0.53391 19.41294
N -3.56144 -0.29333 18.60890
H -0.57756 -4.04472 19.89050
H -2.16145 -3.45411 19.52845
H -1.79652 -3.63956 21.09783
H -0.12658 -1.69687 19.28963
H -0.10672 -1.80396 21.09280
H -1.18564 0.15872 20.49478
H -2.28559 -0.84743 21.37326

The following is a DFT calculation (the ωB97M-V functional and the def2-TZVPD basis) of a molecular structure, C32H57BrCl4CsF3I3LiN3NaO10.

Properties
**LUMO**: -0.118 hartree
**Spin multiplicity**: 1
**Molar mass**: 1466.08 g/mol
**DFT total energy**: -7966.40209 a.u.
**Charge**: 0
**Orbital gap**: 0.73 eV
**Energy relative to the best compared isomer or geometry (same formula, charge and spin)**: 691.00 kJ/mol

Atoms and positions in Å:
C 1.56214 -1.14199 1.92239
C 0.29699 -0.83100 2.39231
C -0.59339 0.40886 2.02580
I -1.72934 0.61714 3.93003
C 0.31034 1.73734 2.14029
C 1.04089 2.04656 3.51528
C 2.69209 2.31697 3.10613
C 3.17965 3.95059 3.11502
O 3.56061 2.79933 4.19046
N -0.65916 2.73952 1.54010
N -0.01252 3.93994 1.29730
C -0.68443 5.15226 1.82685
C -0.90469 5.20899 3.44918
C -2.31363 6.03928 3.78434
C -2.94213 5.25674 5.03976
C -1.16719 1.96906 0.29172
I -2.87463 3.18383 -0.44324
I 0.34551 2.49834 -1.19673
C -1.45784 0.41472 0.62168
C -2.98404 0.13065 1.04417
C -3.96196 -0.15241 -0.17840
C -5.39118 0.46891 0.20369
F -4.22993 -1.53460 -0.37373
C -0.91476 -0.67453 -0.38759
C -1.29581 -2.17137 -0.01408
C -1.27320 -0.47160 -1.92297
C -0.17174 -1.11061 -2.91097
C 1.23294 -0.39633 -2.85402
H 1.91428 -0.81381 0.90969
H 2.21671 -1.77750 2.56759
H -0.15910 -1.58201 3.10179
H 1.20108 1.43918 1.49356
H 1.18213 1.16497 4.22419
H 0.80464 3.02100 4.00121
H 3.14723 1.62707 2.27846
H 4.14409 4.39218 3.45992
H 3.63437 3.74007 2.00591
H -1.55718 2.91820 2.01814
H 0.98166 3.91813 1.53630
H 0.03306 6.05703 1.57078
H -1.69664 5.42411 1.33983
H -0.01894 5.71013 4.00462
H -1.11770 4.15117 3.78828
H -2.13635 7.16420 4.01959
H -3.10084 5.91810 2.93647
H -3.22264 4.20890 4.71055
H -2.17512 5.22030 5.87220
H -3.88780 5.72887 5.41632
H -3.44250 1.03063 1.55487
H -3.06058 -0.79671 1.68894
H -3.67587 0.37820 -1.12921
H -5.31431 1.53331 0.55323
H -6.02224 0.45267 -0.72978
H -5.87886 -0.11686 1.04292
H 0.21827 -0.62350 -0.32818
H -0.34317 -2.78118 -0.02433
H -1.69417 -2.27993 1.04299
H -2.05243 -2.65034 -0.68586
H -2.20579 -1.09104 -2.12962
H -1.55733 0.57677 -2.21855
H -0.04953 -2.21093 -2.68057
H -0.60303 -1.01595 -3.95542
H 1.75884 -0.48854 -1.85040
H 1.90924 -0.94459 -3.58592
H 1.21182 0.67185 -3.22273
Br 1.80507 4.65685 4.97962
F 1.25153 1.45447 6.00159
C -0.86703 -5.72924 -1.97438
Cl -0.30708 -7.24573 -2.73823
Cl -2.13814 -5.00279 -2.97336
Cl -1.49568 -6.07404 -0.36432
Cl 0.50049 -4.59361 -1.84539
Li 1.41512 -5.85436 -3.53292
Cs -0.32169 7.38147 2.72584
C 6.91298 5.32888 -0.76969
O 6.00271 5.68890 -1.79693
C 6.21846 4.94478 -3.00248
C 5.22497 3.79954 -3.14216
O 5.42750 2.81523 -2.13406
C 4.49853 2.92344 -1.06670
H 6.53420 5.72278 0.17180
H 7.01901 4.24668 -0.67251
H 7.89120 5.77670 -0.96786
H 7.24648 4.57479 -3.04946
H 6.07377 5.63942 -3.83415
H 5.39080 3.31028 -4.10577
H 4.19415 4.16854 -3.12693
H 3.52988 2.51965 -1.37683
H 4.37418 3.95730 -0.73276
H 4.87179 2.33213 -0.22960
C -0.37208 -6.82330 3.54336
C 0.35387 -8.12840 3.15219
C -0.28122 -9.30037 3.92982
O 1.63806 -8.02372 3.51666
H -0.29495 -6.60804 4.61342
H 0.03581 -5.96584 2.99582
H -1.44640 -6.88913 3.29889
H 0.10428 -8.30530 2.07587
H -0.19746 -9.16815 5.01286
H 0.19119 -10.25143 3.66710
H -1.35345 -9.39043 3.69215
Na 5.28670 6.65417 0.81069
N 1.19875 -1.81197 -6.13624
O 2.19749 -1.12910 -6.42100
O 0.05406 -1.38011 -6.37369
O 1.34203 -2.93576 -5.59847
C -4.49586 -5.89962 -5.70013
C -3.94189 -5.50411 -7.03529
O -4.99130 -5.83531 -7.92422
C -6.14079 -5.71141 -7.20297
O -7.22697 -5.65015 -7.67999
O -5.88858 -5.65978 -5.86542
F -2.85215 -6.24649 -7.35241
H -4.33387 -6.95706 -5.47472
H -4.08847 -5.30077 -4.88582
H -3.70304 -4.44127 -7.12787

The following is a DFT calculation (the ωB97M-V functional and the def2-TZVPD basis) of a molecular structure, C32H58EuN11O5S2.

Properties
**LUMO (alpha / beta)**: -0.196 / -0.144 hartree
**Spin multiplicity**: 7
**Molar mass**: 892.99 g/mol
**DFT total energy**: -3739.14225 a.u.
**Charge**: +2
**Orbital gap (alpha / beta)**: 6.96 / 8.38 eV

Atoms and positions in Å:
Eu 0.54793 -0.27782 0.13340
C 4.60453 -1.70532 -0.44350
C 4.07913 -2.08242 0.95680
N 2.63653 -1.89432 1.17680
C 2.31243 -2.37422 2.52570
C 0.86353 -2.06162 2.87420
N 0.58033 -0.61432 2.76820
C 1.17923 0.17598 3.86740
C 2.50223 0.87748 3.54190
C 2.35753 2.01338 2.52890
N 2.30053 1.52368 1.14970
C 3.63443 1.35818 0.55670
C 3.49833 1.04688 -0.93770
N 2.72693 -0.18832 -1.15680
C 3.56663 -1.34682 -1.50600
H 5.17473 -2.55242 -0.82620
H 5.30713 -0.87842 -0.35360
H 4.61193 -1.48662 1.70260
H 4.33953 -3.12982 1.15610
H 2.17503 -2.54492 0.53460
H 2.97203 -1.89132 3.25050
H 2.47153 -3.45792 2.61230
H 0.65193 -2.43502 3.88850
H 0.20923 -2.58752 2.16830
H -0.43027 -0.54112 2.88750
H 1.33723 -0.46372 4.74370
H 0.46013 0.94768 4.15610
H 3.24183 0.16888 3.17610
H 2.87473 1.29998 4.47740
H 3.19573 2.71748 2.65800
H 1.43163 2.55978 2.73460
H 1.85673 2.24818 0.58360
H 4.14783 0.54948 1.07250
H 4.23743 2.27368 0.67710
H 4.49303 0.97488 -1.39080
H 2.96353 1.87328 -1.41240
H 2.11643 -0.02952 -1.96430
H 4.10933 -1.15272 -2.44460
H 2.90613 -2.19922 -1.68270
N -1.36947 1.64248 0.80660
C -1.44557 2.78868 -0.12940
C -1.95997 4.08088 0.51980
C -1.12287 4.56818 1.72120
C -0.63027 6.01248 1.55880
N 0.34413 6.04148 0.49050
C 1.63003 6.32848 0.54830
N 2.16863 7.09058 1.51280
N 2.42133 5.78578 -0.38150
C -0.06347 2.95328 -0.81850
O 0.31203 4.07418 -1.19670
O 0.61753 1.90648 -0.92200
H -2.29457 1.21538 0.87010
H -1.17237 2.01588 1.73600
H -2.11837 2.51578 -0.95190
H -2.98957 3.91918 0.83910
H -1.98647 4.83738 -0.26520
H -0.23817 3.93638 1.84920
H -1.70997 4.51318 2.63830
H -0.18337 6.36198 2.49130
H -1.47347 6.66068 1.30460
H 0.10273 5.38458 -0.28720
H 1.57983 7.64308 2.11340
H 3.11623 7.41188 1.39930
H 1.97843 5.16898 -1.05840
H 3.35053 6.12948 -0.55470
O -2.08247 1.12618 -2.88860
C -2.60417 -0.00092 -3.43650
C -3.67727 0.09188 -4.31640
C -4.18737 -1.04232 -4.91600
C -3.68217 -2.29602 -4.60230
C -2.66127 -2.40752 -3.68430
C -2.10727 -1.26882 -3.09960
C -0.98947 -1.40082 -2.14990
O -0.17907 -0.41812 -1.92780
N -0.85927 -2.56442 -1.58500
N 0.25193 -2.77352 -0.75930
C 0.87683 -3.79062 -1.25330
S 0.34983 -4.37162 -2.82490
C 1.68733 -5.61682 -2.94920
C 1.93523 -6.14732 -1.56100
S 2.15763 -4.69602 -0.47760
H -1.20907 0.86558 -2.51580
H -4.07927 1.06398 -4.54520
H -4.98327 -0.94282 -5.63620
H -4.07667 -3.17532 -5.08230
H -2.25397 -3.36782 -3.41560
H 2.57503 -5.13632 -3.36580
H 1.34873 -6.39772 -3.62580
H 2.83303 -6.75892 -1.49970
H 1.07183 -6.70402 -1.18900
O -1.62537 -1.19102 0.92750
C -2.78477 -1.46912 1.24150
C -3.19377 -2.80182 1.79830
C -4.38387 -3.30412 0.94960
C -4.30857 -2.88432 -0.53220
C -4.95787 -1.53072 -0.86140
C -4.16507 -0.32312 -0.34670
N -3.80727 -0.57422 1.05300
H -3.47287 -2.73622 2.85160
H -2.34947 -3.48462 1.70910
H -5.33077 -2.96132 1.37280
H -4.38877 -4.39212 1.00550
H -4.83517 -3.63692 -1.12000
H -3.26877 -2.88422 -0.86720
H -5.96357 -1.50582 -0.43410
H -5.06137 -1.44282 -1.94310
H -4.77057 0.58298 -0.40850
H -3.24567 -0.18692 -0.91760
H -4.64957 -0.84392 1.55430